[1]
{"formula": "C5H5NO", "method": "ωB97M-V/def2-TZVPD", "symbols": ["C", "C", "C", "C", "C", "H", "H", "H", "H", "H", "N", "O"], "positions_angstrom": [[1.20113, 0.10627, 2.14334], [1.00508, 0.22765, 0.74727], [-0.06431, 0.02405, -0.13539], [-0.33071, -0.28252, -1.48993], [-1.55905, -0.14581, -1.72568], [0.24066, -0.32532, 3.08142], [2.31528, 0.07218, 2.50733], [2.01734, 0.21967, 0.14936], [0.60762, 0.03974, -2.25027], [-2.16873, -0.57234, -2.68442], [-2.09338, 0.28335, -0.64116], [-1.17095, 0.35307, 0.29812]], "forces_ev_per_angstrom": [[-1.59, -1.67, -0.35], [5.46, -1.42, 2.76], [1.75, -0.62, -3.44], [14.76, 0.56, -1.17], [-7.46, -1.04, -3.98], [3.18, 1.82, -3.42], [-2.55, 0.34, -0.57], [-1.84, 0.40, 1.32], [-2.59, -2.12, 1.74], [1.37, 1.91, 2.61], [-5.52, 0.30, 1.23], [-4.97, 1.55, 3.27]], "mulliken_charge": [-0.616, -0.453, 0.918, -0.478, 0.038, 0.211, 0.258, 0.190, 0.147, 0.275, -0.445, -0.046], "largest_force_ha_per_bohr": 0.2882, "lumo_ev": 0.109, "total_energy_ha": -323.2825, "total_charge": 0}

[2]
{"formula": "C5H5NO", "method": "ωB97M-V/def2-TZVPD", "symbols": ["C", "C", "C", "C", "N", "C", "O", "H", "H", "H", "H", "H"], "positions_angstrom": [[1.48129, -1.90168, -0.19619], [0.56825, -1.11808, -0.18557], [-0.46599, -0.09525, -0.39424], [-1.83113, -0.57696, -0.13088], [-2.92651, -0.88783, 0.06940], [-0.20283, 1.21573, 0.39235], [1.07846, 1.71326, 0.13256], [2.27936, -2.61013, -0.23855], [-0.40151, 0.14817, -1.46061], [-0.38319, 1.05276, 1.46397], [-0.91482, 1.96726, 0.04042], [1.71863, 1.09276, 0.50736]], "forces_ev_per_angstrom": [[-0.40, 0.34, 0.07], [0.44, -0.36, -0.09], [0.04, 0.02, -0.14], [-0.95, -0.27, 0.18], [1.11, 0.29, -0.17], [-0.29, -0.01, 0.08], [0.20, -0.13, 0.10], [-0.13, 0.10, 0.12], [-0.14, 0.09, 0.05], [0.06, -0.05, -0.16], [0.07, -0.12, 0.07], [-0.01, 0.12, -0.11]], "mulliken_charge": [0.215, -1.009, 0.726, 0.084, -0.413, -0.695, -0.497, 0.424, 0.165, 0.321, 0.350, 0.329], "largest_force_ha_per_bohr": 0.0225, "lumo_ev": 0.657, "total_energy_ha": -323.4290, "smiles": "C#C[C@@H](C#N)CO", "total_charge": 0}

[3]
{"formula": "C5H5NO", "method": "ωB97M-V/def2-TZVPD", "symbols": ["O", "C", "C", "C", "N", "C", "C", "H", "H", "H", "H", "H"], "positions_angstrom": [[1.97623, -0.12892, -0.57662], [0.71269, -0.65405, -0.52589], [0.12838, -0.26812, 1.43172], [-0.94520, 0.54313, 1.17863], [-1.71381, 1.08326, 0.44166], [-0.29942, -0.13315, -1.32503], [-1.34129, 0.58165, -1.19162], [1.90738, 0.77094, -0.92600], [0.76566, -1.73124, -0.38256], [-0.08667, -1.23906, 1.87530], [1.04549, 0.19976, 1.78413], [-2.14943, 0.97581, -1.78372]], "forces_ev_per_angstrom": [[0.00, 0.23, -0.07], [-0.22, -0.15, -0.17], [-0.13, 0.07, 0.14], [-0.28, 0.18, -0.56], [0.51, -0.34, 0.63], [-0.18, 0.17, 0.30], [0.26, -0.24, -0.27], [0.08, -0.11, 0.03], [-0.05, 0.15, -0.02], [0.01, 0.14, -0.07], [-0.14, -0.04, -0.06], [0.14, -0.06, 0.12]], "mulliken_charge": [-0.505, 0.217, -0.683, 0.526, -0.522, -0.476, -0.278, 0.370, 0.354, 0.314, 0.274, 0.409], "largest_force_ha_per_bohr": 0.0171, "lumo_ev": 0.670, "total_energy_ha": -323.3539, "total_charge": 0}